Entry 1:
72
Properties=species:S:1:pos:R:3:forces:R:3:mulliken_charge:R:1 method="wB97M-V/def2-TZVPD" s_squared=1.0985 orbital_gap_ev="4.92 / 4.65" largest_force_ev_per_a=2.83 total_energy_ha=-2327.26436 total_charge=+4 de_lowest_kj_mol=732.93 spin_multiplicity=2
Ir 0.4108 0.1246 -0.1181 -2.4 -1.2 -1.0 4.351
C -1.7451 -1.2510 -2.5574 -0.5 1.0 -0.2 -1.293
C -2.9011 -0.5132 -1.8871 0.2 -0.2 0.1 -0.735
C -2.5884 0.9273 -1.6133 -0.9 -0.2 0.0 0.487
C -3.6355 1.8485 -1.7088 0.5 -0.2 0.0 -1.004
C -3.3711 3.2009 -1.6559 -0.1 0.2 0.0 -0.651
C -2.0481 3.6176 -1.5940 0.1 -0.4 -0.1 -1.049
C -1.0671 2.6513 -1.4589 0.3 1.0 -0.1 -0.393
N -1.3394 1.3455 -1.3976 1.6 -1.1 1.0 0.405
N -0.7459 -1.7700 -1.6307 0.1 -0.7 -0.3 0.124
C 0.3833 -2.3482 -2.3545 1.0 0.2 -0.2 -1.510
C 1.4886 -2.7452 -1.4213 0.2 -0.5 -0.5 0.741
C 2.3527 -3.7900 -1.7411 -0.4 0.4 0.1 -1.061
C 3.3166 -4.1744 -0.8240 0.2 0.0 0.1 -0.754
C 3.3517 -3.5495 0.4142 -0.3 0.1 -0.3 -0.868
C 2.4580 -2.5147 0.6506 0.5 -0.2 0.9 -0.862
N 1.5866 -2.0973 -0.2572 -1.0 1.3 -0.3 0.779
C -1.3212 -2.7286 -0.6815 0.0 -0.3 1.1 -0.756
C -1.8987 -2.0834 0.5500 -0.3 -0.5 -0.1 0.321
C -3.0197 -2.6259 1.1808 0.5 0.2 -0.2 -1.080
C -3.5057 -2.0265 2.3302 0.0 0.1 0.1 -0.625
C -2.8328 -0.9293 2.8505 0.2 -0.1 -0.2 -1.345
C -1.7140 -0.4629 2.1795 -0.4 0.2 0.8 -0.336
N -1.2769 -1.0101 1.0455 1.6 1.7 -0.5 -0.171
H -1.2520 -0.5814 -3.2650 0.1 -0.1 0.0 0.442
H -2.1678 -2.0815 -3.1431 0.3 -0.1 0.2 0.534
H -3.2170 -1.0225 -0.9762 -0.2 0.0 -0.1 0.391
H -3.7583 -0.5337 -2.5662 0.1 0.0 0.1 0.732
H -4.6407 1.4831 -1.8534 -0.1 -0.1 -0.1 0.600
H -4.1820 3.9167 -1.7022 0.0 0.0 0.0 0.512
H -1.7838 4.6616 -1.6498 0.1 0.1 0.0 0.562
H -0.0263 2.9370 -1.4181 0.1 0.0 0.1 0.522
H 0.7507 -1.6236 -3.0856 -0.1 0.0 0.0 0.556
H 0.0699 -3.2326 -2.9287 -0.3 0.1 0.1 0.789
H 2.2574 -4.3022 -2.6875 -0.1 0.0 -0.1 0.593
H 4.0091 -4.9718 -1.0593 0.0 0.0 0.0 0.521
H 4.0475 -3.8612 1.1779 0.0 0.0 0.1 0.547
H 2.4242 -2.0380 1.6180 0.0 0.1 0.0 0.449
H -0.5375 -3.4142 -0.3436 -0.1 0.1 -0.1 0.563
H -2.0895 -3.3402 -1.1720 0.1 0.2 -0.1 0.429
H -3.5083 -3.4974 0.7683 0.0 0.0 -0.1 0.587
H -4.3972 -2.4086 2.8112 0.0 0.0 0.0 0.495
H -3.1610 -0.4507 3.7603 0.0 0.1 0.1 0.532
H -1.1492 0.3684 2.5769 0.0 0.0 -0.1 0.689
S 3.8501 0.4253 -3.4792 -0.7 -0.2 0.7 0.005
C 2.4127 1.1409 -4.0549 -0.2 -0.1 0.2 -0.447
C 1.4047 1.0079 -3.1492 0.0 0.5 -0.8 -0.933
N 1.7557 0.3536 -2.0073 -0.2 0.2 1.8 0.777
C 3.0214 -0.0121 -2.0536 0.6 0.0 -0.3 -0.672
H 2.3643 1.6113 -5.0178 0.0 0.1 -0.2 0.498
H 0.4048 1.3685 -3.2899 -0.2 0.1 0.0 0.402
H 3.5166 -0.5449 -1.2644 0.1 -0.1 0.2 0.422
I 3.1631 2.4341 0.4330 -0.3 0.5 0.3 0.201
C 1.3309 3.1994 1.1826 1.3 -0.3 -0.4 -0.145
C 1.3233 4.4827 1.7122 -0.3 -0.2 -0.1 -0.629
C 0.1115 4.9929 2.1571 0.0 -0.1 0.0 -0.482
C -1.0208 4.1949 2.0609 0.2 -0.3 -0.1 -1.045
C -0.9008 2.9200 1.5218 -0.8 0.1 0.3 -0.250
N 0.2560 2.4216 1.0828 0.3 -1.2 -0.8 0.412
H 2.2259 5.0750 1.7610 0.1 -0.1 0.0 0.533
H 0.0614 5.9915 2.5725 0.0 0.0 0.0 0.489
H -1.9835 4.5499 2.3980 -0.1 -0.1 0.0 0.535
H -1.7730 2.2862 1.4404 -0.1 0.0 -0.1 0.542
C 2.8902 -0.2443 4.2432 0.3 0.1 -0.3 -1.395
C 1.5677 -0.0197 3.5516 -1.0 -0.1 1.5 -0.336
O 1.6862 -0.0081 2.1248 0.4 -0.2 -1.8 -0.180
H 2.7332 -0.3444 5.3158 0.0 0.0 0.0 0.444
H 3.5855 0.5855 4.0898 -0.1 0.0 0.0 0.397
H 3.3757 -1.1554 3.8887 0.0 -0.1 0.1 0.361
H 1.1143 0.9256 3.8848 0.1 -0.1 -0.2 0.356
H 0.8677 -0.8244 3.8103 0.1 0.1 -0.1 0.272
H 2.6292 0.0838 1.9230 -0.1 0.3 -0.1 0.110

---

Entry 2:
103
Properties=species:S:1:pos:R:3:forces:R:3:mulliken_charge:R:1 method="wB97M-V/def2-TZVPD" orbital_gap_ev=7.29 largest_force_ev_per_a=2.56 total_energy_ha=-7296.23183 total_charge=+1 spin_multiplicity=1
C -6.2211 3.0724 -3.7662 0.1 -0.7 0.0 -1.224
C -6.0043 1.5699 -3.5295 0.6 0.7 -0.3 -0.721
C -4.8519 1.2805 -2.5641 -0.3 -1.0 0.0 -0.371
C -5.2852 1.2807 -1.0892 -0.1 0.3 -0.2 1.913
C -6.2487 0.1059 -0.7918 -0.1 0.4 -0.1 -2.019
C -4.1743 1.3849 -0.0796 0.2 0.4 0.4 0.004
C -4.2931 2.2491 1.0177 -0.5 -0.6 -1.1 0.180
P -5.7242 3.3453 1.4333 0.7 1.1 1.7 0.150
C -7.2165 2.3346 1.7584 0.2 -0.3 -0.5 -1.004
C -6.0518 4.5213 0.0660 -0.5 -0.4 0.0 -1.059
C -3.2396 2.3103 1.9319 -0.5 -0.2 -0.5 -0.076
N -2.1659 1.5689 1.7468 0.4 0.2 0.6 0.455
C -1.0503 1.6437 2.7204 -0.1 0.0 0.0 -1.377
C -0.8725 0.3653 3.5250 0.1 -0.3 -0.3 0.508
O -0.1454 -0.5738 2.7392 -0.2 0.1 0.1 -0.411
C -2.1763 -0.2586 4.0142 0.0 -0.1 0.5 -1.003
N -3.0414 0.6178 4.7876 0.1 -0.1 -0.2 -0.532
N -1.9760 0.7523 0.7292 -0.3 0.2 0.1 -0.250
C -2.9578 0.6302 -0.1641 1.6 0.2 -0.1 -0.431
N -2.7554 -0.2268 -1.2123 -2.4 -0.7 0.4 -0.119
C -2.7149 -1.5115 -1.0201 0.7 0.3 -0.2 0.843
C -3.7566 -2.3707 -1.6572 1.0 -0.2 -0.5 -0.828
C -1.6383 -2.1967 -0.2408 -0.3 -0.5 0.0 -0.420
H -5.2437 3.5237 -3.9254 0.0 0.2 0.1 0.304
H -6.7181 3.5544 -2.9289 -0.1 0.2 0.0 0.171
H -6.7873 3.2104 -4.6836 -0.3 0.2 0.1 0.442
H -6.9184 1.0511 -3.2466 -0.1 0.0 0.1 0.368
H -5.6927 1.1537 -4.4874 -0.1 -0.2 -0.1 0.374
H -3.9962 1.9257 -2.7589 -0.1 0.3 0.1 0.704
H -4.4974 0.2787 -2.7906 0.1 0.0 0.0 -0.266
H -5.8830 2.1779 -0.9525 0.0 0.2 0.2 -0.609
H -6.2041 -0.2107 0.2475 0.1 -0.3 0.0 0.387
H -6.0817 -0.7075 -1.4914 0.2 -0.2 0.2 0.491
H -7.2666 0.4484 -0.9615 -0.1 0.0 0.0 0.413
H -7.7298 2.8111 2.5867 -0.2 0.2 -0.1 0.409
H -7.8807 2.2084 0.9056 -0.1 0.0 0.0 0.282
H -6.9288 1.3466 2.1137 0.1 -0.1 0.0 0.337
H -5.1540 4.7757 -0.4894 0.1 -0.2 -0.1 0.361
H -6.4025 5.4384 0.5325 0.0 0.0 0.1 0.446
H -6.8498 4.1698 -0.5861 0.1 0.0 -0.3 0.248
H -3.2870 2.9493 2.7976 0.1 0.1 0.1 0.476
H -0.1622 1.9007 2.1512 0.2 -0.2 0.0 0.402
H -1.2517 2.4582 3.4086 -0.2 0.2 -0.1 0.446
H -0.2739 0.6102 4.4092 0.0 0.2 0.0 0.048
H -0.5135 -1.4426 2.9273 0.2 -0.2 0.0 0.356
H -1.8805 -1.0966 4.6536 0.1 -0.1 0.0 0.495
H -2.7320 -0.7083 3.1890 0.0 0.2 -0.2 0.328
H -3.8741 0.9038 4.3016 0.0 0.2 0.0 0.268
H -2.5637 1.3999 5.2077 -0.1 0.0 0.1 0.265
H -4.0074 -1.9992 -2.6477 -0.3 0.0 0.1 -0.126
H -4.6197 -2.3403 -0.9900 -0.1 0.1 0.0 0.099
H -3.4191 -3.3991 -1.7321 -0.1 -0.1 -0.1 0.502
H -1.6781 -3.2623 -0.4521 -0.1 -0.1 0.2 0.494
H -0.6800 -1.8400 -0.6241 -0.2 0.1 0.4 -0.148
H -1.7126 -2.0555 0.8371 0.1 0.3 0.1 -0.081
Cl -4.6393 -1.9155 -5.2199 0.0 0.0 0.0 -0.178
C -3.0701 -2.5138 -5.8309 0.1 0.1 -0.1 -0.519
C -3.0407 -4.0144 -5.9564 0.0 0.0 -0.1 -0.415
Cl -3.0677 -4.8257 -4.3685 0.0 0.0 0.0 -0.170
H -2.2920 -2.1529 -5.1625 0.0 0.0 0.1 0.276
H -2.9215 -2.0617 -6.8095 0.0 0.0 0.0 0.402
H -2.1216 -4.3197 -6.4528 0.0 0.0 0.0 0.314
H -3.8850 -4.3823 -6.5330 0.0 0.0 0.1 0.321
Cl 4.1171 -0.4512 -0.7769 0.0 0.0 -0.1 -0.170
C 2.8132 0.7410 -0.5523 0.0 0.1 0.0 -0.508
C 1.4696 0.0873 -0.3680 0.0 0.0 0.1 0.076
Cl 0.9051 -0.7090 -1.8651 0.3 0.2 -0.2 -0.198
H 2.8207 1.4048 -1.4141 0.0 -0.1 -0.1 0.260
H 3.0617 1.3224 0.3342 0.0 0.0 0.0 0.376
H 0.7241 0.8382 -0.1096 0.0 0.0 -0.1 -0.067
H 1.4913 -0.6607 0.4210 0.0 0.0 0.0 0.283
Cl 6.8165 2.1580 -5.5052 0.0 0.0 0.0 -0.186
C 5.9853 0.7973 -4.7096 0.1 0.0 0.0 -0.257
C 4.5124 0.7737 -5.0245 0.0 -0.2 0.0 -0.413
Cl 3.6376 2.1420 -4.2806 0.0 0.0 0.0 -0.203
H 6.1648 0.8735 -3.6401 0.0 0.0 0.0 0.115
H 6.4516 -0.1168 -5.0731 0.0 0.0 0.0 0.331
H 4.0680 -0.1389 -4.6302 0.0 0.0 0.1 0.236
H 4.3345 0.8113 -6.0959 0.0 0.1 0.0 0.381
Cl 9.1705 -3.3244 -0.1739 0.0 0.0 0.0 -0.200
C 8.6998 -1.8573 0.7248 0.0 0.1 0.1 -0.469
C 7.4574 -1.2203 0.1602 -0.1 0.0 0.1 -0.507
Cl 7.7401 -0.5082 -1.4505 0.0 0.0 0.0 -0.174
H 9.5427 -1.1731 0.7117 0.0 0.0 -0.1 0.347
H 8.5227 -2.1622 1.7541 0.0 0.0 0.0 0.335
H 7.1316 -0.4112 0.8115 0.0 0.0 0.0 0.351
H 6.6457 -1.9380 0.0709 0.0 0.0 -0.1 0.310
Cl 1.0786 -1.0734 6.7391 -0.1 0.0 -0.1 -0.182
C 2.5715 -0.1493 6.4246 0.1 0.0 -0.1 -0.479
C 2.6612 1.0818 7.2860 0.1 0.0 0.0 -0.406
Cl 1.4352 2.2977 6.8286 0.0 0.0 0.0 -0.182
H 2.5921 0.1063 5.3680 -0.1 0.0 0.0 0.269
H 3.4070 -0.8142 6.6351 0.0 0.0 0.1 0.370
H 3.6360 1.5488 7.1591 0.0 0.0 -0.1 0.301
H 2.5238 0.8457 8.3375 -0.1 0.0 0.0 0.321
Cl 14.6068 -2.0074 1.5398 0.0 0.0 0.0 -0.180
C 13.7776 -3.3758 2.3231 0.1 -0.1 0.0 -0.451
C 12.3028 -3.3947 2.0182 0.0 -0.1 -0.1 -0.405
Cl 11.4413 -2.0335 2.7896 0.0 0.0 0.0 -0.201
H 13.9626 -3.3118 3.3922 0.0 0.1 0.0 0.316
H 14.2379 -4.2868 1.9447 0.0 0.0 0.0 0.314
H 11.8579 -4.3101 2.4039 0.0 0.0 0.1 0.313
H 12.1133 -3.3444 0.9494 0.0 0.1 0.0 0.305

---

Entry 3:
9
Properties=species:S:1:pos:R:3:forces:R:3:mulliken_charge:R:1 method="wB97M-V/def2-TZVPD" orbital_gap_ev=11.57 largest_force_ev_per_a=1.06 total_energy_ha=-375.46642 de_lowest_kj_mol=118.43 smiles="[H]/N=C(/C#N)OC=O" spin_multiplicity=1
N 0.2820 0.8964 1.9035 -0.1 -0.2 -0.4 -0.589
C 0.0967 0.2882 0.8198 0.0 0.1 0.4 0.576
O 0.3106 0.8004 -0.4261 0.1 0.0 0.1 -0.314
C 0.0054 -0.0024 -1.5373 0.3 -0.3 -0.5 0.114
O 0.8534 -0.5298 -2.1742 -0.5 0.4 0.3 -0.376
C -0.3634 -1.0956 0.7984 -0.3 -1.0 -0.1 0.206
N -0.7229 -2.1792 0.6195 0.3 1.0 0.3 -0.323
H 0.6108 1.8499 1.7443 0.0 -0.1 0.0 0.290
H -1.0726 -0.0279 -1.7479 0.1 0.0 0.0 0.416